12 unconnected molecules or ions with the total composition C51H128N8O12 at a distorted geometry. Source: the OMol25 dataset; level of theory: ωB97M-V/def2-TZVPD.

Kohn-Sham gap (Ha): 0.3072
Charge: 0
Lowest unoccupied orbital energy (eV): 0.37
F_max (hartree/bohr): 0.0664
Highest occupied orbital energy (eV): -7.98
ΔE to the lowest compared entry with this formula, charge and spin (kcal per mole): 90.7

Atoms and positions in Å:
1 C 4.69 4.33 0.33
2 C 5.99 3.65 0.75
3 C 6.96 3.62 -0.49
4 C 6.78 4.36 1.88
5 C 6.23 4.10 3.28
6 C 6.22 2.66 3.54
7 C 5.35 1.79 2.55
8 C 5.77 0.37 2.70
9 C 3.85 1.90 2.84
10 N 5.81 2.21 1.13
11 O 5.28 1.40 0.12
12 H 4.97 5.20 -0.28
13 H 4.15 3.79 -0.45
14 H 4.09 4.71 1.16
15 H 6.57 3.23 -1.43
16 H 7.52 4.54 -0.67
17 H 7.85 3.02 -0.29
18 H 7.85 4.15 1.91
19 H 6.73 5.45 1.78
20 H 6.80 4.59 4.07
21 H 5.25 4.53 3.49
22 H 5.88 2.40 4.54
23 H 7.27 2.41 3.72
24 H 5.10 -0.25 2.11
25 H 5.85 0.04 3.73
26 H 6.73 0.21 2.20
27 H 3.72 1.95 3.92
28 H 3.27 1.14 2.31
29 H 3.51 2.86 2.47
30 H 6.11 1.21 -0.33
31 C -2.22 -3.74 6.66
32 C -1.53 -3.43 5.31
33 C -1.67 -4.67 4.43
34 C -2.35 -2.26 4.72
35 C -1.64 -1.61 3.53
36 C -0.29 -1.11 3.86
37 C 0.62 -2.24 4.44
38 C 1.08 -3.16 3.31
39 C 1.90 -1.56 5.15
40 N -0.11 -3.00 5.48
41 O 0.68 -3.98 6.18
42 H -1.96 -2.96 7.38
43 H -3.29 -3.91 6.56
44 H -1.93 -4.75 6.94
45 H -0.88 -5.42 4.46
46 H -2.54 -5.24 4.76
47 H -1.90 -4.53 3.38
48 H -3.39 -2.56 4.57
49 H -2.53 -1.45 5.42
50 H -1.57 -2.35 2.74
51 H -2.24 -0.78 3.17
52 H -0.32 -0.37 4.66
53 H 0.19 -0.69 2.97
54 H 0.21 -3.59 2.80
55 H 1.59 -4.00 3.77
56 H 1.81 -2.65 2.68
57 H 2.35 -0.83 4.48
58 H 2.60 -2.33 5.47
59 H 1.56 -1.05 6.05
60 H 0.85 -3.57 7.03
61 C -5.94 -4.28 1.03
62 C -4.85 -4.01 -0.05
63 C -5.49 -3.47 -1.35
64 C -3.95 -2.93 0.71
65 C -2.65 -2.61 0.04
66 C -1.79 -3.87 -0.14
67 C -2.54 -5.05 -0.81
68 C -2.47 -4.80 -2.32
69 C -1.79 -6.38 -0.57
70 N -3.97 -5.23 -0.29
71 O -4.64 -6.37 -0.76
72 H -5.62 -4.55 2.04
73 H -6.39 -3.34 1.37
74 H -6.75 -4.97 0.80
75 H -5.02 -2.57 -1.75
76 H -5.67 -4.27 -2.06
77 H -6.48 -3.07 -1.10
78 H -4.55 -2.03 0.70
79 H -3.70 -3.28 1.71
80 H -2.68 -2.17 -0.95
81 H -2.26 -1.96 0.82
82 H -1.50 -4.20 0.86
83 H -0.97 -3.35 -0.63
84 H -3.21 -5.36 -2.88
85 H -1.48 -5.03 -2.72
86 H -2.46 -3.75 -2.61
87 H -2.26 -7.13 -1.22
88 H -1.92 -6.86 0.40
89 H -0.73 -6.30 -0.83
90 H -4.65 -6.18 -1.70
91 C -3.49 2.99 -4.36
92 O -3.23 4.35 -3.88
93 C -2.12 4.90 -4.44
94 C -2.16 6.41 -4.21
95 C -3.50 7.15 -4.49
96 N -1.25 7.09 -5.07
97 H -4.17 2.50 -3.67
98 H -2.56 2.43 -4.39
99 H -4.01 3.10 -5.32
100 H -1.29 4.48 -3.87
101 H -2.04 4.60 -5.49
102 H -1.83 6.60 -3.18
103 H -3.41 8.23 -4.55
104 H -4.16 6.98 -3.64
105 H -4.05 6.68 -5.31
106 H -0.32 6.96 -4.71
107 H -1.31 6.55 -5.92
108 C -3.15 1.43 -0.89
109 O -1.79 1.86 -0.72
110 C -0.89 1.39 -1.75
111 C 0.03 0.28 -1.20
112 C 0.95 0.84 -0.06
113 N 0.86 -0.23 -2.31
114 H -3.36 0.39 -1.15
115 H -3.61 2.15 -1.57
116 H -3.70 1.62 0.03
117 H -1.40 1.08 -2.66
118 H -0.29 2.28 -1.97
119 H -0.64 -0.54 -0.91
120 H 1.64 0.16 0.43
121 H 0.23 1.12 0.70
122 H 1.41 1.69 -0.57
123 H 1.36 -0.99 -1.87
124 H 1.55 0.44 -2.62
125 C 2.40 -5.99 -4.44
126 O 2.22 -4.58 -4.44
127 C 3.51 -3.90 -4.35
128 C 3.31 -2.35 -4.40
129 C 2.93 -1.78 -5.82
130 N 4.42 -1.45 -4.02
131 H 3.08 -6.31 -5.24
132 H 1.51 -6.60 -4.55
133 H 2.82 -6.32 -3.49
134 H 4.00 -4.18 -3.42
135 H 4.12 -4.24 -5.19
136 H 2.49 -2.24 -3.70
137 H 2.91 -0.70 -5.97
138 H 1.90 -2.10 -5.97
139 H 3.54 -2.23 -6.61
140 H 5.23 -1.55 -4.62
141 H 4.10 -0.51 -4.21
142 C 6.11 -3.07 1.72
143 O 4.63 -2.99 1.57
144 C 4.14 -3.55 0.36
145 C 2.81 -3.00 -0.27
146 C 2.08 -4.01 -1.08
147 N 3.13 -1.82 -1.03
148 H 6.73 -2.42 1.10
149 H 6.47 -4.10 1.71
150 H 6.38 -2.76 2.73
151 H 4.84 -3.62 -0.46
152 H 4.03 -4.60 0.66
153 H 2.16 -2.64 0.53
154 H 1.21 -3.75 -1.68
155 H 1.87 -4.87 -0.44
156 H 2.88 -4.48 -1.65
157 H 3.56 -1.92 -1.94
158 H 3.58 -1.13 -0.44
159 C -2.21 7.96 -0.22
160 O -1.60 7.43 1.02
161 C -1.40 6.02 1.11
162 C -0.04 5.58 0.67
163 C 0.45 4.18 1.08
164 N 0.97 6.57 1.12
165 H -2.14 9.05 -0.19
166 H -3.27 7.70 -0.20
167 H -1.69 7.56 -1.09
168 H -1.53 5.80 2.17
169 H -2.28 5.52 0.71
170 H 0.04 5.68 -0.41
171 H 0.67 4.05 2.13
172 H 1.30 3.76 0.55
173 H -0.37 3.54 0.75
174 H 0.45 7.44 1.14
175 H 1.28 6.55 2.08
176 C -6.41 0.50 -2.21
177 O -6.68 0.21 -0.87
178 H -7.28 1.03 -2.60
179 H -5.46 0.96 -2.48
180 H -6.34 -0.42 -2.80
181 H -7.34 -0.48 -0.82
182 C -6.23 2.78 1.76
183 O -7.25 2.28 0.82
184 H -6.59 3.37 2.61
185 H -5.59 1.97 2.08
186 H -5.55 3.44 1.23
187 H -7.00 1.54 0.27
188 C -2.89 2.44 2.93
189 O -1.87 1.80 2.23
190 H -2.70 2.60 3.99
191 H -3.29 3.32 2.42
192 H -3.74 1.76 2.97
193 H -2.10 1.90 1.31
194 C -1.32 -0.67 -5.49
195 O -0.49 0.33 -5.01
196 H -1.97 -0.37 -6.31
197 H -0.75 -1.58 -5.65
198 H -1.98 -0.89 -4.65
199 H -0.08 0.12 -4.17

Löwdin atomic charge list, values in e, 99 entries: -0.0324 -0.4637 -0.0511 -0.1216 -0.2166 -0.1642 -0.4630 -0.0661 -0.0092 -0.1157 -0.0239 0.0785 0.0780 0.0725 0.0761 0.0794 0.0758 0.1196 0.1196 0.1149 0.1120 0.1141 0.1220 0.0655 0.0968 0.0890 0.0877 0.0728 0.0624 0.0906 -0.0456 -0.4881 -0.0368 -0.1277 -0.2022 -0.1336 -0.4624 -0.0244 -0.0099 -0.0947 -0.0169 0.0886 0.0828 0.0775 0.0890 0.0773 0.0599 0.1178 0.1175 0.0765 0.1062 0.1227 0.1192 0.0631 0.0855 0.0673 0.0665 0.0700 0.0735 0.0965 -0.0508 -0.4211 -0.0199 -0.1379 -0.2173 -0.1239 -0.4513 -0.0377 -0.0355 -0.1097 -0.0014 0.0749 0.0732 0.0784 0.0694 0.0776 0.0669 0.1179 0.1125 0.0973 0.0932 0.1050 0.1065 0.0779 0.0807 0.0734 0.0738 0.0853 0.0772 0.0653 -0.0453 -0.1912 -0.2511 -0.4296 -0.0517 0.0218 0.0563 0.0772 0.0935